58
Properties=species:S:1:pos:R:3:mulliken_charge:R:1 method="wB97M-V/def2-TZVPD" orbital_gap_ev=8.4710
C 3.98 1.55 -0.82 -0.821
C 2.83 0.77 -1.63 -0.216
O 2.05 -0.16 -0.83 -0.011
C 0.66 0.27 -0.69 -0.491
P -0.30 0.22 -2.40 0.423
N -1.01 1.63 -2.74 -0.775
O -0.04 -0.85 0.03 -0.224
S -1.56 -0.24 0.44 1.091
O -2.78 -0.76 -0.26 -0.361
O -1.72 -0.80 1.84 -0.568
O -1.21 1.42 0.31 -0.426
C 0.28 1.52 0.25 1.533
C 0.60 3.01 -0.28 -1.520
C 0.66 1.50 1.82 -0.396
C 2.02 0.76 2.18 0.606
C 3.25 1.66 2.58 -0.443
C 4.63 1.05 3.00 -0.479
C 4.87 -0.49 3.02 -0.455
C 3.63 -1.37 2.61 -0.590
C 2.25 -0.77 2.23 -0.052
H 4.71 1.95 -1.62 0.421
H 4.50 0.92 -0.03 0.109
H 3.47 2.50 -0.39 0.115
H 2.21 1.56 -2.19 0.232
H 3.38 0.14 -2.43 0.425
H -1.31 -0.78 -2.43 0.082
H 0.65 -0.01 -3.47 0.093
H -0.61 2.02 -3.62 0.257
H 1.56 3.44 0.19 0.342
H 0.72 3.05 -1.42 0.262
H -0.30 3.66 0.03 0.442
H -0.15 1.09 2.50 -0.337
H 0.80 2.60 2.12 0.505
H 3.16 2.80 2.60 0.213
H 5.49 1.74 3.31 0.289
H 5.87 -0.91 3.34 0.345
H 3.81 -2.51 2.61 0.287
H 1.41 -1.49 1.97 0.368
C 1.42 -3.58 -2.05 0.217
Cl 2.75 -3.62 -3.23 -0.137
Cl 0.00 -4.41 -2.72 -0.082
Cl 1.93 -4.39 -0.55 -0.131
Cl 1.01 -1.88 -1.68 0.010
C -3.87 -4.74 -0.93 0.209
Cl -3.05 -5.23 -2.43 -0.116
Cl -5.12 -3.53 -1.30 -0.004
Cl -4.62 -6.16 -0.18 -0.103
Cl -2.68 -4.04 0.19 -0.045
C -3.69 1.89 3.31 0.279
Cl -3.68 3.45 2.46 -0.115
Cl -2.11 1.63 4.08 -0.084
Cl -4.95 1.90 4.56 -0.109
Cl -4.01 0.58 2.15 -0.018
C -6.36 0.10 -2.67 0.284
Cl -5.55 -0.39 -4.17 -0.106
Cl -7.63 1.29 -3.04 -0.108
Cl -7.10 -1.33 -1.91 -0.112
Cl -5.18 0.82 -1.56 -0.005



48
Properties=species:S:1:pos:R:3:mulliken_charge:R:1 method="wB97M-V/def2-TZVPD" total_charge=-1 de_lowest_ev=0.000 orbital_gap_ev=2.5694
O -0.26 -0.02 2.04 -0.700
P -1.09 -0.87 1.16 0.883
O -1.75 -2.10 1.99 -0.577
O -2.37 0.04 0.68 -0.537
P -0.10 -1.67 -0.60 -0.039
C 1.60 -2.23 -0.17 -0.517
C 1.59 -3.40 0.84 -0.860
C 0.48 -4.48 0.66 -0.270
C 0.71 -5.38 -0.57 -0.277
F -0.55 -5.76 -1.08 -0.357
H -1.05 -2.35 2.62 0.339
H -2.05 0.74 0.10 0.327
H 0.10 -0.51 -1.44 -0.087
H 2.01 -2.58 -1.14 0.097
H 1.46 -2.95 1.85 0.226
H 2.57 -3.90 0.84 0.430
H 0.55 -5.16 1.53 0.318
H -0.54 -4.09 0.68 0.240
H 1.31 -4.89 -1.35 0.154
H 1.17 -6.33 -0.26 0.289
C 3.44 0.73 -5.78 -0.917
C 2.93 -0.37 -5.21 0.233
C 2.87 -0.53 -3.73 0.787
O 2.38 -1.54 -3.26 -0.484
C 3.39 0.55 -2.90 -0.883
C 3.90 1.65 -3.47 0.495
C 3.94 1.82 -4.95 0.903
O 4.40 2.85 -5.42 -0.654
O 4.40 2.66 -2.74 -0.580
O 2.46 -1.39 -5.93 -0.600
H 3.49 0.85 -6.86 0.404
H 3.35 0.42 -1.82 0.543
H 4.70 3.33 -3.39 0.340
H 2.15 -2.05 -5.28 0.354
C -4.70 3.54 4.77 -0.967
C -4.04 4.66 4.46 0.318
C -2.99 4.69 3.39 0.999
O -2.44 5.75 3.14 -0.644
C -2.67 3.44 2.71 -0.796
C -3.33 2.31 3.03 0.064
C -4.40 2.30 4.08 0.922
O -4.98 1.25 4.32 -0.627
O -3.06 1.16 2.42 -0.275
O -4.29 5.83 5.07 -0.582
H -5.46 3.52 5.54 0.418
H -1.90 3.47 1.96 0.454
H -3.66 0.51 2.83 0.337
H -3.68 6.47 4.66 0.358



51
Properties=species:S:1:pos:R:3:mulliken_spin:R:1 method="wB97M-V/def2-TZVPD" total_charge=-2 s_squared=0.755 de_lowest_ev=0.375 orbital_gap_ev="6.5427 / 6.2159" multiplicity=2
Hg -0.40 0.56 -0.65 0.790
N -3.28 1.30 -0.76 0.067
C -4.16 1.86 0.27 0.008
C -4.41 0.89 1.41 -0.010
C -3.19 0.55 2.28 0.006
N -2.20 -0.22 1.53 0.079
H -3.39 1.78 -1.65 -0.006
H -3.45 0.32 -0.93 -0.016
H -5.13 2.17 -0.14 0.002
H -3.68 2.76 0.67 -0.003
H -4.82 -0.04 1.01 0.000
H -5.18 1.32 2.06 0.000
H -3.55 0.02 3.17 0.001
H -2.73 1.48 2.63 -0.004
H -2.64 -0.84 0.87 -0.018
H -1.61 -0.77 2.14 -0.009
O 2.05 -2.61 -2.69 0.016
C 1.18 -2.10 -2.00 0.014
O 1.27 -0.94 -1.47 0.056
C -0.04 -2.98 -1.70 0.013
C 0.19 -4.30 -1.52 -0.018
C -0.85 -5.20 -1.19 0.002
C -2.13 -4.75 -1.02 -0.003
C -2.41 -3.40 -1.18 0.015
C -1.40 -2.43 -1.61 -0.015
O -1.67 -1.26 -1.96 -0.012
N -3.79 -3.03 -1.00 0.000
O -4.65 -3.90 -1.07 0.001
O -4.08 -1.86 -0.79 0.003
N -0.58 -6.60 -1.03 0.000
O 0.56 -7.00 -1.20 0.001
O -1.50 -7.35 -0.72 0.001
H 1.20 -4.68 -1.62 -0.001
H -2.92 -5.43 -0.75 0.000
N 1.61 3.00 -0.79 0.057
C 2.85 3.10 -0.15 0.010
C 2.90 3.43 1.21 -0.001
C 4.12 3.56 1.85 0.001
C 5.31 3.36 1.17 0.006
C 5.26 3.01 -0.17 -0.003
C 4.04 2.87 -0.83 0.000
S 6.87 3.69 1.98 0.000
O 6.68 3.22 3.35 0.000
O 7.03 5.13 1.88 0.001
O 7.86 2.93 1.22 0.000
H 1.62 3.01 -1.80 -0.012
H 0.88 3.55 -0.38 -0.016
H 1.97 3.58 1.75 0.002
H 4.17 3.82 2.90 0.000
H 6.20 2.84 -0.70 0.000
H 4.01 2.59 -1.88 -0.001



38
Properties=species:S:1:pos:R:3:mulliken_charge:R:1 method="wB97M-V/def2-TZVPD" smiles="CCCCOc1ccc(C(=O)Nc2ccncc2)cc1" de_lowest_ev=13.476 orbital_gap_ev=8.5719
C -4.55 -1.34 1.73 -2.111
C -5.36 -1.39 0.41 -0.391
C -5.86 0.09 -0.04 -0.421
C -5.01 0.78 -0.92 -0.705
O -3.94 1.17 -0.34 -0.342
C -2.79 0.72 -0.20 0.707
C -2.44 -0.45 -0.81 -0.082
C -1.06 -0.73 -1.07 -1.328
C -0.12 -0.05 -0.30 0.238
C 1.34 -0.53 -0.19 1.002
O 1.54 -1.80 -0.56 -0.767
N 2.22 0.30 0.10 -0.085
C 3.70 0.01 0.08 0.281
C 4.26 -1.12 0.02 -0.405
C 5.79 -0.99 -0.05 -0.356
N 6.41 0.03 0.28 -0.451
C 5.79 1.15 0.15 -0.383
C 4.34 1.40 0.34 -0.674
C -0.42 1.00 0.52 -0.813
C -1.82 1.67 0.53 -1.512
H -4.26 -2.15 1.95 0.677
H -5.10 -0.89 2.31 0.669
H -3.71 -0.74 1.72 0.474
H -6.40 -2.13 0.63 0.281
H -5.02 -1.93 -0.41 0.431
H -6.97 -0.16 -0.72 0.256
H -6.23 0.63 0.89 0.202
H -5.58 1.65 -1.20 0.272
H -4.73 0.33 -1.81 0.590
H -3.14 -0.92 -1.45 0.401
H -0.70 -1.46 -1.53 0.818
H 1.98 1.11 0.05 0.183
H 3.81 -1.95 -0.20 0.780
H 6.21 -1.86 -0.29 0.499
H 6.42 2.06 0.54 0.261
H 4.01 2.40 0.31 0.367
H 0.27 1.38 1.05 0.772
H -2.18 2.42 0.99 0.666



42
Properties=species:S:1:pos:R:3:mulliken_charge:R:1 method="wB97M-V/def2-TZVPD" de_lowest_ev=21.272 orbital_gap_ev=8.5655
C 4.74 -1.03 -5.05 -0.986
C 3.39 -1.17 -4.21 -0.236
C 3.36 -1.73 -2.92 -0.340
C 2.24 -1.80 -2.27 0.872
C 2.13 -2.14 -1.16 -0.907
C 1.06 -2.26 -0.32 0.702
O 0.08 -1.99 -0.76 -0.437
O 1.11 -2.67 0.96 -0.480
C -0.02 -2.79 1.78 0.819
C -0.78 -3.95 1.59 -2.152
H -1.09 -4.19 0.64 0.509
H -1.61 -4.21 2.19 0.436
H -0.19 -4.73 1.60 0.731
C -0.89 -1.55 1.78 0.217
O -2.19 -1.59 1.65 -0.636
N -0.05 -0.29 1.60 -0.343
C -0.74 1.07 1.19 0.642
C -0.16 1.65 0.13 -0.592
C -0.97 2.71 -0.19 -0.109
C -1.87 3.25 0.46 -0.531
C -2.51 2.55 1.39 -0.584
C -1.68 1.33 1.99 0.370
O -2.19 0.66 3.12 -0.303
C -3.24 1.10 3.80 -1.358
H -3.51 1.90 4.08 0.877
H -3.58 0.39 4.57 0.312
H -4.27 1.24 2.97 0.259
H -3.39 2.85 2.07 0.264
H -2.29 4.22 0.04 0.341
N -0.27 3.57 -1.34 0.907
O 0.66 2.95 -1.87 -0.585
O -0.94 4.48 -1.85 -0.572
H 0.59 1.19 -0.36 0.687
H 0.80 -0.32 1.30 0.419
H 0.45 -2.67 2.83 0.238
H 3.12 -2.69 -0.30 -0.022
H 1.21 -1.61 -2.83 0.177
H 4.61 -1.94 -2.40 0.074
H 2.59 -0.99 -4.75 0.551
H 4.76 -1.78 -6.01 0.259
H 4.90 0.11 -5.31 0.267
H 5.87 -1.45 -4.51 0.242



44
Properties=species:S:1:pos:R:3:mulliken_charge:R:1 method="wB97M-V/def2-TZVPD" orbital_gap_ev=6.1616
H 0.26 -0.37 2.78 0.517
N 0.82 -1.21 0.91 -0.145
B 1.57 -2.78 -0.95 -0.047
N 1.23 -2.47 0.53 0.154
C 1.26 -3.28 1.61 -0.099
Hg 0.71 0.60 -0.61 1.274
H 1.56 -4.32 1.49 0.436
C 0.89 -2.53 2.72 -1.032
H 0.83 -2.88 3.74 0.384
C 0.60 -1.24 2.24 -0.413
H 1.90 -3.92 -1.11 -0.107
C 0.46 2.76 -1.15 -1.129
H -0.20 3.48 -0.66 0.302
H -0.18 2.22 -1.85 0.379
H 1.26 3.22 -1.74 0.370
N 2.68 -1.78 -1.37 0.195
N 0.28 -2.43 -1.75 0.148
N 2.51 -0.42 -1.23 -0.463
N -0.27 -1.18 -1.68 -0.172
C 3.91 -2.02 -1.86 -0.040
C -0.48 -3.22 -2.54 -0.088
H 4.20 -3.05 -2.04 0.452
H -0.18 -4.24 -2.73 0.440
C 4.56 -0.80 -2.04 -1.125
C -1.56 -2.46 -2.98 -1.076
C 3.65 0.18 -1.63 -0.082
C -1.41 -1.19 -2.40 -0.238
H 5.55 -0.64 -2.42 0.379
H -2.35 -2.78 -3.64 0.377
H 3.73 1.26 -1.60 0.436
H -2.05 -0.32 -2.43 0.433
H 0.99 2.21 -0.24 0.262
S -2.27 1.66 0.14 -0.501
C -2.32 2.18 1.73 0.556
C -3.57 2.10 2.40 -0.550
C -3.70 2.57 3.70 -0.391
C -2.58 3.11 4.37 -0.461
C -1.34 3.18 3.72 -0.601
C -1.20 2.71 2.41 -0.233
H -4.41 1.67 1.87 0.357
H -4.67 2.53 4.19 0.322
H -2.68 3.46 5.40 0.332
H -0.48 3.62 4.23 0.336
H -0.24 2.76 1.91 0.154



43
Properties=species:S:1:pos:R:3:mulliken_spin:R:1 method="wB97M-V/def2-TZVPD" total_charge=+4 s_squared=8.800 de_lowest_ev=0.970 orbital_gap_ev="8.9457 / 4.1687" multiplicity=6
C 2.54 -0.67 0.15 0.185
N 1.26 -0.75 -0.34 0.234
N 1.32 -0.42 -1.69 0.077
C 2.62 -0.41 -2.06 0.251
C 3.41 -0.53 -0.93 0.259
B 0.09 -0.20 -2.63 -0.007
N -0.87 -1.37 -2.26 -0.043
N -1.07 -1.82 -0.96 0.256
C -2.03 -2.77 -1.01 -0.036
C -2.26 -3.11 -2.34 0.079
C -1.49 -2.23 -3.10 0.101
Ir -0.29 -1.20 0.83 1.287
N -0.61 1.21 -2.40 0.043
N -1.00 1.39 -1.09 0.255
C -1.48 2.60 -0.94 0.096
C -1.48 3.27 -2.18 0.311
C -0.92 2.35 -3.09 0.325
H -1.78 2.94 0.04 0.007
H -0.75 2.43 -4.14 -0.006
H -1.84 4.27 -2.33 -0.005
H 0.40 -0.26 -3.78 -0.001
H -1.34 -2.16 -4.17 -0.001
H 2.89 -0.33 -3.12 -0.002
H -2.88 -3.91 -2.70 0.002
H 4.49 -0.53 -0.86 -0.011
H -2.48 -3.14 -0.09 0.002
H 2.71 -0.72 1.21 0.012
H -1.74 -0.32 1.05 0.051
C -1.98 -1.18 1.80 0.168
H -2.91 -1.62 1.39 0.003
H -1.11 -1.99 1.84 0.042
H -2.10 -0.69 2.77 0.004
C 1.72 1.72 4.20 0.188
C 1.26 0.42 4.50 0.253
C 0.59 -0.34 3.52 0.170
C 0.47 0.18 2.24 0.164
C 0.84 1.50 1.93 0.207
C 1.49 2.26 2.93 0.019
H 2.25 2.30 4.96 0.007
H 1.44 -0.01 5.48 -0.003
H 0.18 -1.33 3.71 0.004
H 0.60 1.90 0.95 0.049
H 1.84 3.27 2.71 0.001



71
Properties=species:S:1:pos:R:3:mulliken_charge:R:1 method="wB97M-V/def2-TZVPD" total_charge=-1 orbital_gap_ev=6.6294
C -0.37 -5.44 2.27 -0.678
C -1.60 -5.42 1.17 -0.192
S -1.01 -5.88 -0.59 -0.153
C 0.66 -5.10 -0.95 -0.168
N 0.72 -4.28 -2.22 -0.244
C 0.46 -2.80 -1.96 -0.065
O -0.82 -2.63 -1.26 0.332
C -0.68 -1.78 -0.05 0.311
N -0.61 -1.41 1.21 -0.511
C 1.73 -2.00 -1.29 0.075
O 2.48 -2.41 -0.26 -0.540
O 2.11 -0.69 -1.91 -0.719
H 0.27 -4.45 2.14 0.035
H -0.86 -5.40 3.35 0.333
H 0.30 -6.39 2.13 0.211
H -2.46 -6.20 1.44 0.324
H -2.10 -4.34 1.15 0.018
H 1.42 -6.00 -1.11 0.394
H 1.01 -4.55 0.02 -0.098
H 1.66 -4.42 -2.69 0.335
H 0.31 -2.31 -3.04 0.148
C 4.88 1.01 -3.81 -0.161
Br 3.97 0.12 -5.29 0.006
Br 6.67 0.32 -3.55 -0.032
Br 4.87 2.95 -4.02 -0.064
H 4.31 0.79 -2.91 0.255
C 5.15 -4.06 2.09 -0.281
Br 5.67 -3.41 3.85 -0.041
Br 6.50 -5.22 1.31 -0.054
Br 3.39 -4.91 2.13 0.067
H 5.06 -3.18 1.44 0.304
C 5.73 3.33 -7.96 -0.014
Br 3.83 3.09 -8.34 0.000
Br 6.79 1.86 -8.66 -0.010
Br 6.38 5.05 -8.58 -0.045
H 5.84 3.31 -6.87 0.056
C 0.66 0.63 4.42 0.031
Br 2.18 1.81 4.11 -0.003
Br 1.16 -1.24 4.24 0.039
Br -0.20 0.99 6.13 -0.027
H -0.07 0.84 3.64 -0.051
C -2.99 1.82 -0.01 -0.474
Br -2.22 0.07 -0.37 0.139
Br -2.19 2.66 1.55 -0.050
Br -2.93 2.98 -1.56 -0.017
H -4.05 1.66 0.23 0.432
C 1.66 3.92 9.17 -0.342
Br -0.01 3.80 10.15 -0.023
Br 2.64 2.24 9.19 -0.006
Br 1.39 4.59 7.36 0.018
H 2.28 4.66 9.69 0.345
C -6.19 2.14 -3.96 -0.219
Br -7.86 2.01 -2.98 -0.028
Br -5.21 0.46 -3.95 0.076
Br -6.46 2.80 -5.77 -0.029
H -5.57 2.87 -3.44 0.204
C 0.23 5.61 1.35 0.077
Br 2.06 5.79 1.98 -0.036
Br -0.94 6.94 2.15 -0.006
Br 0.12 5.63 -0.59 -0.006
H -0.13 4.63 1.68 -0.064
C -4.58 -3.20 -2.44 -0.134
Br -5.95 -3.97 -3.58 -0.060
Br -4.55 -4.02 -0.67 -0.047
Br -2.82 -3.25 -3.28 0.004
H -4.83 -2.14 -2.30 0.128
C -5.15 5.77 1.87 0.036
Br -4.91 7.68 1.61 -0.029
Br -5.50 5.33 3.73 -0.008
Br -6.52 5.05 0.68 -0.019
H -4.21 5.29 1.59 0.012



| no. | E_tot (Ha) |
| --- | --- |
| 1 | -9153.5553 |
| 2 | -2230.7156 |
| 3 | -2198.2310 |
| 4 | -880.0395 |
| 5 | -1180.7619 |
| 6 | -1526.0426 |
| 7 | -1076.8617 |
| 8 | -78574.6060 |